# 1
Density functional theory data (the ωB97M-V functional and the def2-TZVPD basis) for a cluster of 2 separate species, C6H15N5 in total in a non-equilibrium geometry.

Geometry as ORCA input:
```
! RIJCOSX wB97M-V def2-TZVPD def2/J DEFGRID3
* xyz 2 1
C 1.93653 2.31483 1.35030
H -4.83543 -2.25511 0.27020
N -1.80959 -2.60201 0.46315
C -4.04163 -2.32069 -0.41583
N 0.15337 1.66543 -0.93473
H -2.42248 -5.11312 0.64530
H -3.87482 -4.88870 -0.26840
N -0.26037 -0.82813 0.82855
H 4.20084 1.98974 -0.50672
C -2.85934 -3.16507 -0.00800
N 1.22419 1.04754 -0.68663
H -3.61867 -1.39502 -0.60201
H 1.09388 2.82531 1.08153
C 3.27339 1.93468 -0.93766
H 2.79201 3.12180 1.29351
H 2.89174 0.37726 0.55210
C -0.97205 -1.78959 0.71057
H -0.26928 2.38595 -0.35811
H 1.94449 1.77645 2.33699
H -4.36765 -2.72017 -1.36007
H 3.27852 1.21929 -1.78309
C 2.29426 1.32417 0.18394
H 0.63072 -0.89346 1.25567
N -3.02166 -4.41928 0.11781
H 2.82461 3.00604 -1.03397
H -0.24041 1.31231 -1.83189
*
```

Properties
Total energy = -13895.97882 eV
HOMO level = -17.948 eV
ΔE to the lowest compared entry with this formula, charge and spin = 52.52 kcal/mol

---

# 2
Density functional theory data (the ωB97M-V functional and the def2-TZVPD basis) for a structure of composition C30H24BBrF4LaN3O3PS in a non-equilibrium geometry.

Geometry as ORCA input:
```
! RIJCOSX wB97M-V def2-TZVPD def2/J DEFGRID3
* xyz 1 1
H 3.29617 -7.29944 -0.62228
H -1.49889 -6.35395 -1.90230
C -0.76065 2.78891 -2.94445
C 2.09222 -4.12009 -0.44939
Br -1.87831 -3.28614 1.95067
C 1.17297 -0.91814 2.98617
C 3.56723 1.74182 -1.88111
H 2.02903 -0.41663 4.87702
C -0.98302 4.17317 0.97522
C -0.78057 2.21349 2.34921
La -0.50871 -1.15698 -0.28548
H 2.42792 -3.11947 -0.20589
N 0.22502 -1.58215 2.30064
C -0.70371 2.80730 1.09203
C -1.09906 2.96601 3.47459
H -1.16428 2.48865 4.44367
C -1.29354 2.52249 -1.68547
F -2.41620 -1.16331 -1.58091
C 0.78845 -4.39004 -0.87305
C 1.29433 -6.76993 -1.12722
H -1.51231 5.98347 1.98937
C -3.45759 3.25576 -2.45257
H -1.60402 4.91218 4.21993
C -2.64977 2.74459 -1.44825
C 2.57536 -6.49428 -0.69888
N -0.32833 -3.54046 -1.05139
C 0.42674 -5.68531 -1.20015
H -1.39971 -3.02982 4.85682
H 0.33237 -1.75737 6.13388
F -4.22110 0.18333 -0.93742
O 1.68475 -0.75014 -0.15341
H 0.98715 -7.77365 -1.39385
F -2.56755 -0.39851 0.57944
O 0.50725 -0.36547 -2.17759
H -0.98568 4.64511 -0.00175
H -2.29653 -3.99580 -1.70192
H 3.46996 4.98524 -0.92113
O 2.88021 -1.01736 -2.28116
C -1.57196 3.30230 -3.94870
C 0.30977 -1.71356 5.05186
H -4.50904 3.42629 -2.25904
H 4.20821 1.01102 -2.35758
H 1.87258 -0.34212 2.39297
H -1.14936 3.51511 -4.92289
C 1.41939 2.28666 -0.81243
C 1.25117 -0.96288 4.36083
C -1.34947 4.32331 3.34736
S 1.87684 -0.30521 -1.57974
P -0.29979 1.78637 -0.34851
C -0.66022 -2.41895 4.35966
H -3.08422 2.51940 -0.48181
H 4.96101 3.36221 -2.04107
C 2.96758 -5.18259 -0.36706
N -0.90996 -5.60042 -1.58699
C 2.30158 1.37824 -1.43376
C -1.29667 4.92711 2.09469
B -3.43839 -0.83951 -0.54071
H 0.28570 2.60158 -3.15538
C -2.91655 3.53922 -3.70113
C 3.98001 3.05469 -1.69953
F -4.05876 -2.00845 -0.19111
H -0.61146 1.14747 2.46568
H 3.98689 -5.00248 -0.04681
C 3.14241 3.96348 -1.07386
C 1.87579 3.58338 -0.64233
C -0.63423 -2.31780 2.98640
H -3.54675 3.94259 -4.48378
H 1.24181 4.31692 -0.16257
C -1.29151 -4.32043 -1.47428
*
```

Properties
Total energy = -144691.27658 eV
HOMO level = -11.164 eV

---

| no. | gap between HOMO and LUMO (Ha) |
| --- | --- |
| 1 | 0.3610 |
| 2 | 0.3101 |